Density functional theory data (the ωB97M-V functional and the def2-TZVPD basis) for a cluster of 19 separate species, C91H211N9O19 in total at a distorted geometry.

Geometry (Å):
C1 -3.4020 -0.9210 4.7814
C2 -3.8795 -2.3345 4.8083
C3 -3.3984 -2.9256 3.4816
C4 -3.5112 -4.4529 3.4470
C5 -2.8632 -5.1414 4.6885
C6 -3.2787 -4.5903 5.9978
N1 -3.2051 -3.1076 5.8951
O1 -3.7710 -2.5829 7.1381
C7 -4.6887 -5.1205 6.3290
C8 -2.3227 -4.8975 7.1181
C9 -5.4328 -2.2704 4.9006
H1 -2.3047 -0.8801 4.5894
H2 -3.5819 -0.3826 5.6446
H3 -3.7958 -0.2511 4.0131
H4 -4.0067 -2.3846 2.7150
H5 -2.3637 -2.6393 3.5152
H6 -3.0930 -4.8569 2.5521
H7 -4.5798 -4.6949 3.4032
H8 -1.7763 -5.0308 4.6456
H9 -3.0073 -6.1968 4.5903
H10 -5.2221 -5.0334 5.4219
H11 -4.5437 -6.2069 6.5210
H12 -5.3204 -4.7147 7.1610
H13 -1.3421 -4.7670 6.7945
H14 -2.5168 -4.3300 8.0282
H15 -2.4576 -5.9420 7.3352
H16 -5.8374 -1.4888 4.3084
H17 -5.7285 -2.0749 5.8975
H18 -6.0312 -3.1629 4.5750
H19 -3.0859 -2.0496 7.4444
C10 2.0461 6.2266 -4.2995
C11 2.9478 5.1625 -4.9477
C12 4.0901 5.8900 -5.7201
C13 5.3674 5.0038 -6.1183
C14 5.8576 4.3430 -4.8219
C15 4.8109 3.6992 -3.9874
N2 3.6197 4.5193 -3.7827
O2 2.6891 3.8249 -2.9595
C16 4.4691 2.2869 -4.5520
C17 5.4884 3.4621 -2.5434
C18 2.2037 4.1886 -5.9129
H20 1.1367 5.7338 -3.8684
H21 1.7031 6.8734 -5.1330
H22 2.6183 6.8319 -3.6016
H23 3.6103 6.3129 -6.5617
H24 4.4245 6.6720 -5.0896
H25 6.1039 5.6510 -6.6387
H26 5.1898 4.1750 -6.8120
H27 6.2866 5.1670 -4.2126
H28 6.5731 3.6116 -5.1135
H29 4.2874 2.2575 -5.5911
H30 5.3811 1.6402 -4.5101
H31 3.7243 1.7488 -4.0372
H32 4.9887 2.7276 -1.8771
H33 6.5591 3.2685 -2.6721
H34 5.3373 4.4291 -2.0636
H35 1.8056 4.7827 -6.6689
H36 1.3804 3.6323 -5.5120
H37 3.0184 3.5457 -6.2220
H38 2.7768 4.2433 -2.0480
C19 4.2252 5.6571 2.6835
C20 5.4848 4.7245 2.5456
C21 6.4016 4.9733 3.7401
C22 7.6109 4.0193 3.7215
C23 7.0172 2.6139 3.8162
C24 6.0785 2.2876 2.6630
N3 5.0595 3.3276 2.7100
O3 4.0348 2.9713 1.7721
C25 6.9340 1.9709 1.3588
C26 5.3616 0.8945 3.0724
C27 6.1912 5.0916 1.2674
H39 4.5836 6.6811 2.6844
H40 3.5915 5.4929 3.5930
H41 3.6843 5.6287 1.7564
H42 6.6214 6.0451 3.6605
H43 5.7959 4.8379 4.6554
H44 8.3357 4.2016 4.5495
H45 8.2755 4.1674 2.8634
H46 6.3671 2.5279 4.7057
H47 7.8181 1.8818 3.8343
H48 6.1705 1.9672 0.5965
H49 7.6735 2.6829 1.0882
H50 7.2322 0.9840 1.6189
H51 6.1199 0.1793 3.1480
H52 4.7003 1.0130 3.9316
H53 4.7410 0.5209 2.2702
H54 7.1674 4.6490 1.0441
H55 6.3132 6.1478 1.3055
H56 5.5393 4.9403 0.3809
H57 3.2345 2.8943 2.2994
C28 -6.4318 1.3077 -0.4107
C29 -7.3557 2.3954 -0.7884
C30 -6.6032 3.6965 -0.5610
C31 -7.1294 4.8997 -1.2852
C32 -7.1990 4.6243 -2.7846
C33 -8.1312 3.4295 -3.0398
N4 -7.5479 2.3136 -2.2765
O4 -8.3279 1.1627 -2.5255
C34 -9.6303 3.7034 -2.6955
C35 -8.0335 3.2032 -4.5648
C36 -8.6715 2.4522 0.1089
H58 -5.9195 0.8519 -1.2660
H59 -6.8461 0.4465 0.1891
H60 -5.6337 1.5840 0.1423
H61 -6.5472 3.8944 0.5288
H62 -5.5189 3.5753 -0.8833
H63 -6.5869 5.7157 -0.9254
H64 -8.1686 5.1728 -1.0312
H65 -6.2607 4.4648 -3.3200
H66 -7.6995 5.4888 -3.2124
H67 -10.3266 2.9494 -2.9501
H68 -9.7937 4.0036 -1.6967
H69 -9.9087 4.6348 -3.1967
H70 -7.0605 3.0151 -4.9612
H71 -8.7476 2.4768 -4.8804
H72 -8.4166 4.0464 -5.1385
H73 -9.3499 1.7220 -0.3269
H74 -9.0665 3.4825 0.2162
H75 -8.2365 2.0357 1.0448
H76 -7.7955 0.6440 -3.1738
C37 -2.5162 5.4581 0.3059
C38 -2.4288 6.9379 -0.0777
C39 -2.3826 7.7431 1.2845
C40 -1.7593 9.1217 1.1250
C41 -0.4675 9.0816 0.4309
C42 -0.4458 8.4291 -0.9255
N5 -1.0684 7.0897 -0.7375
O5 -1.1802 6.3787 -1.9895
C43 -1.1594 9.2096 -2.0240
C44 0.9959 8.2967 -1.3927
C45 -3.6154 7.3953 -0.9626
H77 -2.5647 4.8371 -0.6056
H78 -3.4166 5.3495 0.8671
H79 -1.6268 5.2252 0.8606
H80 -3.3609 7.7783 1.7891
H81 -1.7201 7.0905 1.8866
H82 -1.6709 9.5057 2.1516
H83 -2.3874 9.8600 0.5773
H84 0.2668 8.4910 1.0080
H85 -0.0234 10.0307 0.2942
H86 -0.6024 10.1238 -2.2733
H87 -1.3628 8.6304 -2.9127
H88 -2.1495 9.6002 -1.7255
H89 1.5859 7.5936 -0.8445
H90 0.9860 7.9835 -2.4386
H91 1.5804 9.2014 -1.1981
H92 -4.5512 7.3087 -0.3794
H93 -3.5579 6.9631 -1.9265
H94 -3.4561 8.5168 -1.1237
H95 -0.5128 5.7316 -1.9319
C46 -2.4843 -8.2156 -5.3056
C47 -3.9130 -8.2003 -4.7532
C48 -4.1350 -9.3201 -3.7353
C49 -5.4590 -9.1519 -3.0124
C50 -5.5500 -7.8340 -2.2681
C51 -5.1884 -6.5605 -3.1262
N6 -4.0536 -6.9041 -4.0400
O6 -3.8399 -5.8590 -4.9255
C52 -6.3653 -6.0868 -3.9732
C53 -4.7311 -5.4374 -2.1608
C54 -4.8792 -8.3837 -6.0259
H96 -2.4384 -7.3656 -6.0598
H97 -2.2052 -9.1454 -5.7629
H98 -1.7543 -7.9940 -4.5051
H99 -4.1151 -10.2213 -4.3900
H100 -3.2944 -9.2952 -3.0827
H101 -5.7502 -9.9586 -2.3548
H102 -6.3338 -9.2432 -3.7210
H103 -4.8612 -7.9410 -1.3626
H104 -6.4666 -7.7092 -1.7016
H105 -7.1444 -5.5347 -3.5315
H106 -5.9965 -5.3272 -4.7113
H107 -6.6936 -7.0118 -4.4490
H108 -4.8492 -4.4600 -2.6853
H109 -5.5855 -5.4073 -1.4571
H110 -3.7760 -5.6239 -1.6845
H111 -4.7154 -7.6060 -6.7193
H112 -5.9312 -8.3555 -5.7007
H113 -4.6975 -9.2948 -6.5035
H114 -4.4878 -5.7205 -5.5920
C55 1.2968 -3.1632 3.3105
C56 2.0961 -2.6733 4.6003
C57 1.0547 -2.4285 5.6932
C58 1.5186 -2.5893 7.1220
C59 2.4788 -3.7502 7.3435
C60 3.5509 -3.7641 6.3492
N7 2.9632 -3.8228 4.9906
O7 4.0869 -3.7223 4.0213
C61 4.5444 -2.5593 6.5697
C62 4.3645 -5.0441 6.5126
C63 2.8415 -1.3848 4.2073
H115 1.9989 -3.5971 2.5897
H116 0.7331 -2.2974 2.9150
H117 0.5937 -3.9427 3.6367
H118 0.4043 -1.5198 5.4647
H119 0.2471 -3.2098 5.5898
H120 0.6707 -2.6357 7.8059
H121 2.0520 -1.6503 7.5010
H122 1.9426 -4.7071 7.2969
H123 2.9384 -3.6665 8.3794
H124 5.2600 -2.9539 7.3082
H125 5.0971 -2.2950 5.5984
H126 4.0292 -1.6736 6.8930
H127 4.3063 -5.4699 7.5256
H128 3.9836 -5.8817 5.8536
H129 5.3624 -4.8980 6.2751
H130 3.5330 -1.4321 3.3911
H131 3.4617 -1.0676 5.0435
H132 2.1549 -0.5956 3.8792
H133 4.0530 -4.6316 3.7002
C64 -2.7214 0.7269 -1.3814
C65 -1.6507 0.2332 -0.4263
C66 -1.2551 -1.2078 -0.8136
C67 -0.0040 -1.7926 -0.2927
C68 1.1464 -0.8761 -0.6999
C69 0.9202 0.5556 -0.2487
N8 -0.4673 1.0049 -0.7272
O8 -0.7810 2.3511 -0.2502
C70 1.0081 0.6542 1.3127
C71 1.9680 1.5327 -0.8020
C72 -2.1850 0.3847 1.0283
H134 -2.3581 0.5018 -2.4085
H135 -2.8310 1.8139 -1.1449
H136 -3.7106 0.2743 -1.1955
H137 -2.1989 -1.7578 -0.5975
H138 -1.0741 -1.0967 -1.8854
H139 0.1694 -2.8130 -0.6327
H140 -0.0160 -1.7391 0.7957
H141 1.2629 -0.8915 -1.7805
H142 2.1447 -1.2318 -0.3195
H143 1.9359 0.3779 1.6673
H144 0.9085 1.7265 1.5573
H145 0.2535 0.1822 1.9179
H146 2.9349 1.0184 -0.5962
H147 1.8918 1.5809 -1.8877
H148 1.9865 2.4869 -0.3081
H149 -2.6973 1.3649 1.0925
H150 -1.4066 0.3058 1.8233
H151 -2.8151 -0.4607 1.2488
H152 -0.3761 2.8465 -0.9346
C73 3.8816 -2.8370 -2.8048
C74 5.4275 -3.2569 -2.6180
C75 6.4439 -2.1319 -2.8443
C76 6.4604 -1.1483 -1.6069
C77 6.7762 -1.9066 -0.3572
C78 5.7608 -3.0157 -0.0401
N9 5.6254 -3.8283 -1.2418
O9 4.7552 -4.9432 -1.1509
C79 6.4971 -3.9270 1.0103
C80 4.4280 -2.3531 0.4117
C81 5.7614 -4.3440 -3.6040
H153 3.5210 -2.8684 -3.8608
H154 3.6977 -1.7994 -2.5043
H155 3.2977 -3.6014 -2.2551
H156 7.4303 -2.6185 -2.9847
H157 6.0806 -1.6793 -3.8166
H158 5.4786 -0.6968 -1.5679
H159 7.1945 -0.2883 -1.6294
H160 6.9431 -1.2651 0.5117
H161 7.7350 -2.4341 -0.4119
H162 6.2811 -3.5668 2.0293
H163 6.0563 -4.9329 0.9197
H164 7.5867 -3.9696 0.8840
H165 4.6117 -1.7698 1.3318
H166 4.0829 -1.7386 -0.3711
H167 3.6689 -3.1012 0.6380
H168 5.0236 -5.1274 -3.5627
H169 6.7389 -4.8267 -3.4546
H170 5.7741 -3.9651 -4.6147
H171 3.8693 -4.7279 -0.8056
C82 1.0209 0.8916 -4.7002
O10 0.3231 -0.1067 -4.0335
H172 0.4276 1.3278 -5.4772
H173 1.4588 1.6930 -4.0484
H174 1.8968 0.4518 -5.1129
H175 -0.1084 0.1923 -3.2244
C83 -0.8731 -4.9116 -3.5997
O11 -1.4641 -5.9255 -2.8063
H176 -0.3525 -5.2660 -4.4726
H177 -1.6476 -4.2124 -3.9578
H178 -0.0695 -4.4134 -3.0898
H179 -2.3063 -6.1871 -3.2205
C84 2.3995 -7.0273 2.5989
O12 2.9038 -6.4074 3.8134
H180 2.3143 -6.2976 1.7604
H181 3.1305 -7.8422 2.3423
H182 1.4508 -7.5008 2.7944
H183 2.3102 -5.6513 4.1199
C85 2.2546 -6.7160 -1.8069
O13 2.2308 -5.9948 -0.5693
H184 2.5579 -7.7259 -1.5684
H185 1.2382 -6.9549 -2.2167
H186 2.8582 -6.1878 -2.5052
H187 1.6192 -6.4890 -0.0272
C86 -0.9942 3.3064 -3.4000
O14 -0.1067 3.8801 -2.4116
H188 -0.6663 3.8587 -4.3472
H189 -1.0572 2.2407 -3.4791
H190 -1.8971 3.7421 -3.0816
H191 0.7651 4.0293 -2.7348
C87 1.6867 2.3681 4.6595
O15 1.6692 3.4065 3.7491
H192 2.5920 2.4733 5.2460
H193 0.8513 2.4623 5.4229
H194 1.6576 1.3817 4.2241
H195 0.7482 3.3694 3.4464
C88 -1.0855 -6.7385 0.7892
O16 -0.4548 -7.1320 -0.4205
H196 -1.3429 -7.5173 1.4875
H197 -0.6142 -5.9222 1.2742
H198 -2.1012 -6.3508 0.6426
H199 -0.8141 -6.7327 -1.1911
C89 1.5281 4.8328 0.4253
O17 2.7633 4.7298 -0.2974
H200 0.8629 5.4130 -0.1824
H201 1.0523 3.8594 0.4136
H202 1.6219 5.2032 1.4816
H203 3.3541 4.0812 0.1945
C90 -5.3074 0.3522 -4.0098
O18 -5.1244 1.6831 -3.6641
H204 -5.4918 -0.2776 -3.1268
H205 -6.0951 0.2360 -4.7786
H206 -4.3680 -0.0294 -4.4189
H207 -5.9029 2.0024 -3.1706
C91 -2.4498 3.0016 3.3139
O19 -1.0534 2.7600 2.9471
H208 -2.9217 3.7502 2.7132
H209 -3.0639 2.0946 3.2674
H210 -2.4709 3.3150 4.3642
H211 -1.1324 2.1284 2.2072

Results
- total charge = 0
- frontier orbital gap (eV) = 8.03
- DFT total energy (Eh) = -5515.54051
- max |F| (hartree/bohr) = 0.0837